Here is a cluster of 2 separate species, C4H6NOS in total at a distorted geometry from the OMol25 dataset. Energies are from the ωB97M-V functional and the def2-TZVPD basis.

```
13
C4H6NOS, DFT the ωB97M-V functional and the def2-TZVPD basis
C 0.10 0.38 -1.04
C -0.18 1.07 0.32
C -0.35 -0.21 1.28
C 0.52 -1.37 0.73
N 0.15 1.37 -2.99
O -0.49 0.83 -3.74
S 0.45 -1.19 -1.08
H 0.77 1.59 0.59
H -1.19 1.54 0.40
H 0.00 0.07 2.37
H -1.42 -0.33 1.04
H 1.49 -1.34 1.24
H 0.14 -2.42 0.88
```

Values from the calculation:
LUMO energy (spin up / spin down) in eV: -5.8 / -5.8
Electronic energy in a.u.: -683.75080
Total charge: +1
HOMO level (spin up / spin down) in eV: -14.00 / -14.01
Frontier orbital gap (spin up / spin down) in eV: 8.2 / 8.2

These are the Mulliken partial charges, in e, on atoms 1 to 2: atom 1 (C): 0.16, atom 2 (C): -0.46